(1)
{
  "formula": "C10H9O2P",
  "method": "the ωB97M-V functional and the def2-TZVPD basis",
  "total_energy_ev": -23894.363,
  "homo_lumo_gap_ha": [0.300, 0.210],
  "homo_energy_ev": [-8.9068, -7.1289],
  "lumo_energy_ev": [-0.7, -1.4],
  "elements": ["C", "C", "C", "C", "C", "C", "C", "C", "C", "C", "O", "O", "P", "H", "H", "H", "H", "H", "H", "H", "H", "H"],
  "xyz": [[1.494, -2.445, 2.120], [2.329, -1.343, 2.148], [0.145, -2.205, 1.998], [-1.483, 1.197, -3.708], [1.876, -0.062, 1.860], [-0.410, -0.946, 1.880], [-1.055, 2.241, -2.815], [-0.770, 0.117, -3.340], [0.476, 0.148, 1.672], [-0.102, 1.707, -1.977], [0.043, 0.396, -2.337], [-1.625, 1.531, 1.204], [-0.056, 1.825, 1.501], [1.841, -3.388, 1.995], [3.404, -1.643, 2.090], [-0.522, -2.944, 1.982], [-2.306, 1.170, -4.325], [2.483, 0.782, 1.722], [-1.420, -0.752, 2.046], [-1.609, 3.146, -2.634], [-0.698, -0.785, -3.898], [-2.037, 2.252, 0.815]],
  "nbo_charge": [-0.196, -0.207, -0.196, -0.321, -0.183, -0.178, -0.431, 0.096, -0.447, 0.359, -0.454, -0.968, 0.928, 0.209, 0.214, 0.199, 0.222, 0.212, 0.221, 0.225, 0.199, 0.496]
}

(2)
{
  "formula": "C112H193Cl12N17O8",
  "method": "the ωB97M-V functional and the def2-TZVPD basis",
  "total_energy_ev": -311224.349,
  "homo_lumo_gap_ha": [0.283, 0.245],
  "homo_energy_ev": [-7.4570, -7.4569],
  "multiplicity": 9,
  "lumo_energy_ev": [0.3, -0.8],
  "elements": ["C", "Cl", "Cl", "Cl", "H", "C", "Cl", "Cl", "Cl", "H", "C", "Cl", "Cl", "Cl", "H", "C", "Cl", "Cl", "Cl", "H", "C", "C", "C", "C", "C", "C", "N", "O", "C", "C", "C", "H", "H", "H", "H", "H", "H", "H", "H", "H", "H", "H", "H", "H", "H", "H", "H", "H", "H", "C", "C", "C", "C", "C", "C", "N", "O", "C", "C", "C", "H", "H", "H", "H", "H", "H", "H", "H", "H", "H", "H", "H", "H", "H", "H", "H", "H", "H", "C", "C", "C", "C", "C", "C", "N", "O", "C", "C", "C", "H", "H", "H", "H", "H", "H", "H", "H", "H", "H", "H", "H", "H", "H", "H", "H", "H", "H", "C", "C", "C", "C", "C", "C", "N", "O", "C", "C", "C", "H", "H", "H", "H", "H", "H", "H", "H", "H", "H", "H", "H", "H", "H", "H", "H", "H", "H", "C", "C", "C", "C", "C", "C", "N", "O", "C", "C", "C", "H", "H", "H", "H", "H", "H", "H", "H", "H", "H", "H", "H", "H", "H", "H", "H", "H", "H", "C", "C", "C", "C", "C", "C", "N", "O", "C", "C", "C", "H", "H", "H", "H", "H", "H", "H", "H", "H", "H", "H", "H", "H", "H", "H", "H", "H", "H", "C", "C", "C", "C", "C", "C", "N", "O", "C", "C", "C", "H", "H", "H", "H", "H", "H", "H", "H", "H", "H", "H", "H", "H", "H", "H", "H", "H", "H", "C", "C", "C", "C", "C", "C", "N", "O", "C", "C", "C", "H", "H", "H", "H", "H", "H", "H", "H", "H", "H", "H", "H", "H", "H", "H", "H", "H", "H", "N", "C", "C", "C", "C", "H", "H", "H", "H", "H", "N", "C", "C", "C", "C", "H", "H", "H", "H", "H", "N", "C", "C", "C", "C", "H", "H", "H", "H", "H", "N", "C", "C", "C", "C", "H", "H", "H", "H", "H", "N", "C", "C", "C", "C", "H", "H", "H", "H", "H", "N", "C", "C", "C", "C", "H", "H", "H", "H", "H", "N", "C", "C", "C", "C", "H", "H", "H", "H", "H", "N", "C", "C", "C", "C", "H", "H", "H", "H", "H", "N", "C", "C", "C", "C", "H", "H", "H", "H", "H"],
  "xyz": [[0.051, 9.384, 2.316], [0.393, 7.613, 2.396], [-0.577, 9.948, 0.783], [1.406, 10.312, 2.805], [-0.826, 9.548, 2.943], [0.850, 4.205, -7.659], [2.253, 4.076, -8.635], [0.028, 5.806, -7.918], [1.034, 3.612, -5.939], [0.007, 3.630, -8.044], [5.343, -4.251, -0.528], [4.235, -3.702, -1.758], [6.908, -3.582, -0.802], [5.299, -6.008, -0.338], [5.023, -3.911, 0.457], [7.111, 0.278, 2.921], [7.862, 1.513, 1.839], [6.395, -1.063, 2.064], [5.974, 1.021, 4.077], [7.888, -0.019, 3.626], [-1.584, -4.691, 1.535], [-0.570, -5.793, 2.134], [-1.581, -6.975, 2.397], [-0.855, -8.274, 2.322], [-0.242, -8.386, 0.898], [0.927, -7.338, 0.643], [0.455, -6.020, 1.052], [1.381, -4.879, 0.707], [2.247, -7.742, 1.348], [1.190, -7.543, -0.848], [0.039, -5.441, 3.552], [-2.558, -4.685, 2.026], [-1.747, -4.790, 0.462], [-1.227, -3.710, 1.848], [-1.942, -6.903, 3.423], [-2.446, -6.975, 1.733], [-1.489, -9.127, 2.565], [-0.006, -8.162, 2.996], [-1.055, -8.316, 0.175], [0.148, -9.399, 0.800], [3.053, -7.105, 0.983], [2.077, -7.738, 2.425], [2.512, -8.768, 1.091], [1.231, -8.609, -1.073], [0.386, -6.988, -1.331], [2.141, -7.135, -1.191], [0.549, -6.303, 3.983], [-0.701, -4.986, 4.211], [0.825, -4.707, 3.375], [-4.609, 4.711, -1.258], [-4.108, 5.859, -0.402], [-4.478, 7.113, -1.131], [-4.152, 8.401, -0.445], [-4.770, 8.307, 1.002], [-4.323, 7.115, 1.861], [-4.550, 5.873, 1.046], [-4.846, 4.626, 1.707], [-2.895, 7.279, 2.412], [-5.345, 7.105, 3.096], [-2.550, 5.607, -0.428], [-5.698, 4.664, -1.284], [-4.386, 3.688, -0.955], [-4.309, 4.800, -2.302], [-3.951, 7.052, -2.083], [-5.525, 7.050, -1.426], [-4.535, 9.219, -1.055], [-3.096, 8.618, -0.284], [-5.827, 8.576, 0.995], [-4.412, 9.196, 1.520], [-2.489, 6.321, 2.737], [-2.191, 7.583, 1.638], [-2.885, 7.957, 3.266], [-6.357, 7.021, 2.698], [-5.236, 6.218, 3.720], [-5.437, 7.967, 3.757], [-2.123, 6.040, -1.333], [-2.344, 4.539, -0.501], [-1.939, 5.992, 0.388], [5.003, -3.549, -8.420], [5.423, -3.374, -6.899], [6.044, -4.799, -6.558], [6.645, -4.830, -5.156], [7.687, -3.645, -5.130], [7.177, -2.262, -5.415], [6.375, -2.265, -6.636], [5.749, -0.992, -7.001], [6.369, -1.821, -4.084], [8.485, -1.440, -5.641], [4.082, -3.286, -6.173], [4.130, -2.944, -8.662], [4.802, -4.593, -8.661], [5.825, -3.389, -9.118], [5.240, -5.531, -6.476], [6.864, -5.005, -7.245], [7.074, -5.830, -5.108], [5.836, -4.719, -4.434], [8.581, -3.977, -5.657], [8.100, -3.690, -4.123], [5.396, -2.266, -3.876], [6.952, -1.854, -3.163], [6.058, -0.777, -4.095], [8.192, -0.502, -6.111], [8.958, -1.115, -4.715], [9.176, -1.945, -6.317], [3.478, -2.441, -6.504], [4.248, -3.337, -5.096], [3.418, -4.021, -6.628], [6.549, -6.408, 6.707], [5.361, -5.424, 6.748], [5.896, -4.070, 7.209], [4.987, -2.828, 7.112], [4.541, -2.790, 5.620], [3.928, -4.077, 5.051], [4.680, -5.347, 5.366], [3.951, -6.649, 4.982], [2.449, -4.074, 5.497], [3.961, -3.785, 3.474], [4.435, -6.110, 7.828], [6.319, -7.473, 6.678], [7.221, -6.174, 7.532], [7.174, -6.210, 5.836], [6.302, -4.112, 8.220], [6.709, -3.880, 6.509], [5.506, -1.927, 7.439], [4.107, -3.017, 7.727], [5.251, -2.256, 4.989], [3.784, -2.008, 5.682], [2.266, -4.033, 6.571], [1.805, -3.287, 5.106], [2.025, -5.020, 5.159], [3.288, -4.494, 2.990], [3.731, -2.773, 3.141], [4.888, -4.190, 3.069], [3.626, -5.452, 8.144], [4.812, -6.403, 8.808], [4.067, -7.080, 7.494], [-5.662, 0.954, 1.829], [-5.699, -0.148, 0.784], [-6.083, -1.351, 1.663], [-7.587, -1.462, 2.018], [-8.446, -1.350, 0.710], [-8.091, -0.114, -0.208], [-6.601, 0.064, -0.357], [-6.117, 1.001, -1.319], [-8.781, -0.542, -1.546], [-8.730, 1.170, 0.321], [-4.199, -0.247, 0.272], [-5.410, 1.901, 1.353], [-4.884, 0.767, 2.569], [-6.696, 1.060, 2.160], [-5.892, -2.280, 1.125], [-5.532, -1.531, 2.586], [-8.012, -0.743, 2.719], [-7.902, -2.388, 2.499], [-9.461, -1.311, 1.105], [-8.309, -2.307, 0.207], [-8.661, 0.317, -2.207], [-8.306, -1.428, -1.967], [-9.843, -0.761, -1.438], [-9.257, 0.833, 1.213], [-8.101, 2.055, 0.426], [-9.553, 1.511, -0.306], [-3.533, -0.556, 1.077], [-3.774, 0.663, -0.151], [-4.128, -1.064, -0.446], [-4.647, -2.999, 4.738], [-5.266, -2.399, 5.987], [-5.157, -3.321, 7.268], [-3.804, -3.434, 8.006], [-3.517, -2.003, 8.389], [-3.600, -0.967, 7.134], [-4.854, -1.089, 6.354], [-5.095, -0.077, 5.358], [-3.422, 0.436, 7.671], [-2.346, -1.230, 6.242], [-6.810, -2.392, 5.616], [-3.769, -3.575, 5.029], [-4.420, -2.216, 4.014], [-5.207, -3.794, 4.246], [-5.977, -3.036, 7.927], [-5.391, -4.325, 6.914], [-3.090, -3.923, 7.342], [-3.884, -4.103, 8.863], [-2.531, -1.762, 8.787], [-4.227, -1.661, 9.142], [-2.790, 0.574, 8.548], [-3.296, 1.140, 6.848], [-4.378, 0.766, 8.077], [-2.507, -0.872, 5.226], [-1.385, -0.853, 6.591], [-2.114, -2.294, 6.182], [-7.107, -3.346, 5.180], [-7.054, -1.534, 4.990], [-7.478, -2.337, 6.475], [3.869, 7.962, -0.035], [4.371, 6.595, 0.622], [5.098, 7.183, 1.827], [5.597, 6.008, 2.726], [4.336, 5.372, 3.232], [3.601, 4.739, 2.090], [3.285, 5.683, 0.992], [2.448, 5.201, -0.144], [4.321, 3.445, 1.699], [2.337, 4.207, 2.781], [5.337, 5.977, -0.324], [3.145, 8.385, 0.661], [3.288, 7.808, -0.944], [4.710, 8.635, -0.203], [5.984, 7.758, 1.556], [4.476, 7.820, 2.456], [6.176, 6.389, 3.567], [6.305, 5.389, 2.175], [3.675, 6.065, 3.753], [4.649, 4.727, 4.054], [5.347, 3.386, 1.335], [4.377, 2.835, 2.601], [3.640, 3.157, 0.898], [1.682, 4.998, 3.146], [1.644, 3.626, 2.173], [2.536, 3.697, 3.723], [6.028, 6.771, -0.607], [4.849, 5.545, -1.198], [5.864, 5.089, 0.026], [2.098, -0.577, 0.730], [0.872, -0.059, -0.097], [0.884, 1.404, 0.396], [-0.122, 2.334, -0.328], [0.045, 2.322, -1.853], [0.024, 0.832, -2.419], [1.018, -0.069, -1.556], [1.327, -1.407, -2.217], [-1.359, 0.349, -2.266], [0.420, 0.944, -3.927], [-0.423, -0.694, 0.526], [2.229, -0.263, 1.766], [2.956, -0.364, 0.093], [2.048, -1.665, 0.764], [0.875, 1.467, 1.484], [1.931, 1.669, 0.245], [0.145, 3.358, -0.066], [-1.157, 2.066, -0.118], [0.993, 2.852, -1.943], [-0.762, 2.959, -2.216], [-2.039, 0.910, -2.907], [-1.323, -0.720, -2.480], [-1.775, 0.506, -1.271], [-0.161, 1.707, -4.444], [1.480, 1.125, -3.748], [0.198, 0.089, -4.566], [-0.167, -0.920, 1.561], [-0.679, -1.680, 0.137], [-1.324, -0.083, 0.559], [1.514, -4.414, -3.622], [0.423, -4.663, -4.428], [0.486, -6.019, -4.815], [1.697, -6.507, -4.255], [2.297, -5.494, -3.600], [1.640, -3.508, -3.195], [-0.281, -3.860, -4.589], [-0.242, -6.565, -5.397], [1.944, -7.558, -4.267], [3.286, -5.566, -3.171], [0.677, 0.844, 5.828], [0.898, 0.818, 4.443], [2.204, 1.096, 4.325], [2.847, 1.247, 5.578], [1.873, 1.195, 6.518], [-0.149, 0.459, 6.263], [0.230, 0.470, 3.669], [2.797, 1.204, 3.429], [3.832, 1.625, 5.811], [1.817, 1.383, 7.580], [4.034, 2.675, -3.090], [4.491, 2.557, -1.739], [4.621, 1.223, -1.417], [4.334, 0.504, -2.568], [4.155, 1.420, -3.624], [3.922, 3.493, -3.672], [4.461, 3.478, -1.176], [4.878, 0.710, -0.502], [4.224, -0.570, -2.595], [3.947, 1.178, -4.656], [-3.471, -3.494, -5.788], [-3.850, -2.417, -6.463], [-3.287, -2.474, -7.777], [-2.642, -3.703, -7.858], [-2.788, -4.307, -6.711], [-3.772, -3.684, -4.842], [-4.451, -1.596, -6.101], [-3.234, -1.679, -8.507], [-2.008, -4.023, -8.672], [-2.235, -5.191, -6.431], [0.488, -0.504, -7.185], [-0.436, -0.274, -8.186], [0.309, 0.359, -9.242], [1.659, 0.336, -8.968], [1.751, -0.161, -7.668], [0.345, -1.121, -6.398], [-1.480, -0.549, -8.211], [-0.185, 0.596, -10.173], [2.482, 0.698, -9.567], [2.604, -0.451, -7.073], [-6.543, -2.753, -4.630], [-5.665, -3.508, -3.792], [-5.054, -2.625, -2.946], [-5.443, -1.328, -3.370], [-6.370, -1.401, -4.365], [-7.218, -3.180, -5.249], [-5.612, -4.587, -3.768], [-4.316, -2.786, -2.174], [-5.086, -0.376, -3.004], [-6.845, -0.655, -4.984], [-2.379, 2.861, 2.704], [-1.408, 3.842, 2.648], [-0.939, 3.931, 3.977], [-1.703, 3.303, 4.900], [-2.568, 2.592, 4.062], [-2.977, 2.544, 1.954], [-1.045, 4.327, 1.754], [-0.287, 4.750, 4.244], [-1.637, 3.384, 5.975], [-3.340, 1.875, 4.299], [-4.135, 3.989, -8.240], [-3.687, 2.708, -8.341], [-2.897, 2.400, -7.191], [-2.899, 3.527, -6.270], [-3.566, 4.485, -7.008], [-4.593, 4.474, -8.999], [-3.793, 2.181, -9.277], [-2.452, 1.429, -7.037], [-2.449, 3.661, -5.298], [-3.782, 5.495, -6.695], [0.388, 6.668, -2.797], [0.330, 8.063, -2.691], [-0.827, 8.469, -3.409], [-1.305, 7.315, -4.071], [-0.553, 6.249, -3.663], [0.895, 6.014, -2.218], [0.981, 8.707, -2.118], [-1.182, 9.489, -3.412], [-2.263, 7.248, -4.564], [-0.720, 5.205, -3.881]],
  "lowdin_charge": [-1.570, 0.552, 0.565, 0.581, 0.004, -1.502, 0.585, 0.489, 0.527, -0.019, -1.563, 0.635, 0.584, 0.569, -0.008, -1.506, 0.515, 0.560, 0.553, 0.007, -0.025, -0.394, -0.180, -0.190, -0.118, -0.500, -0.012, -0.062, -0.017, -0.046, -0.019, 0.062, 0.085, 0.058, 0.115, 0.113, 0.115, 0.095, 0.117, 0.112, 0.036, 0.071, 0.088, 0.091, 0.093, 0.064, 0.076, 0.085, 0.052, -0.050, -0.449, -0.174, -0.149, -0.131, -0.436, -0.024, -0.066, -0.060, -0.034, 0.001, 0.089, 0.071, 0.094, 0.112, 0.130, 0.114, 0.077, 0.115, 0.111, 0.064, 0.008, 0.090, 0.074, 0.071, 0.079, 0.071, 0.063, 0.054, -0.035, -0.452, -0.149, -0.160, -0.162, -0.459, -0.021, -0.036, -0.022, -0.022, -0.039, 0.074, 0.075, 0.079, 0.118, 0.121, 0.111, 0.085, 0.113, 0.107, 0.016, 0.054, 0.053, 0.073, 0.085, 0.081, 0.060, 0.057, 0.093, -0.057, -0.460, -0.157, -0.149, -0.163, -0.438, 0.031, -0.049, -0.042, -0.026, -0.044, 0.084, 0.082, 0.081, 0.122, 0.119, 0.112, 0.099, 0.096, 0.106, 0.076, 0.089, 0.048, 0.059, 0.075, 0.073, 0.065, 0.080, 0.072, -0.031, -0.464, -0.130, -0.178, -0.133, -0.443, -0.024, -0.055, -0.040, -0.020, -0.018, 0.073, 0.078, 0.083, 0.119, 0.081, 0.096, 0.102, 0.115, 0.112, 0.078, 0.071, 0.086, 0.078, 0.089, 0.079, 0.073, 0.064, 0.067, -0.035, -0.487, -0.120, -0.174, -0.119, -0.443, -0.046, -0.030, -0.050, -0.020, -0.027, 0.071, 0.069, 0.089, 0.114, 0.118, 0.099, 0.113, 0.112, 0.119, 0.092, 0.071, 0.087, 0.086, 0.060, 0.066, 0.080, 0.066, 0.075, -0.016, -0.506, -0.139, -0.163, -0.171, -0.485, 0.025, -0.058, -0.029, -0.046, -0.036, 0.056, 0.067, 0.087, 0.123, 0.119, 0.111, 0.106, 0.128, 0.129, 0.061, 0.045, 0.066, 0.046, 0.071, 0.082, 0.099, 0.075, 0.073, -0.022, -0.458, -0.139, -0.178, -0.118, -0.420, 0.049, -0.082, -0.051, -0.044, -0.016, 0.069, 0.061, 0.075, 0.096, 0.100, 0.088, 0.087, 0.110, 0.111, 0.103, 0.100, 0.040, 0.036, 0.063, 0.058, 0.070, 0.083, 0.044, 0.032, -0.116, -0.094, -0.136, -0.237, 0.096, 0.093, 0.076, 0.096, 0.054, 0.027, -0.106, -0.168, -0.141, -0.101, 0.092, 0.105, 0.071, 0.064, 0.104, 0.041, -0.106, -0.119, -0.128, -0.134, 0.138, 0.058, 0.085, 0.075, 0.109, 0.049, -0.139, -0.105, -0.154, -0.156, 0.099, 0.094, 0.075, 0.108, 0.097, 0.022, -0.107, -0.127, -0.124, -0.124, 0.130, 0.067, 0.085, 0.094, 0.087, 0.024, -0.151, -0.112, -0.132, -0.142, 0.142, 0.109, 0.092, 0.082, 0.118, 0.056, -0.121, -0.172, -0.102, -0.127, 0.120, 0.086, 0.083, 0.101, 0.081, 0.017, -0.148, -0.101, -0.096, -0.141, 0.140, 0.100, 0.060, 0.078, 0.091, 0.027, -0.106, -0.100, -0.134, -0.192, 0.126, 0.086, 0.085, 0.087, 0.085]
}

(3)
{
  "formula": "C11F14O2",
  "method": "the ωB97M-V functional and the def2-TZVPD basis",
  "total_energy_ev": -53542.857,
  "homo_lumo_gap_ha": 0.357,
  "homo_energy_ev": -9.7767,
  "lumo_energy_ev": -0.1,
  "elements": ["F", "C", "F", "C", "F", "O", "C", "F", "F", "C", "F", "O", "C", "C", "F", "C", "F", "C", "F", "C", "F", "C", "F", "C", "F", "F", "F"],
  "xyz": [[-2.911, 2.890, 0.124], [-1.678, 2.536, -0.280], [-0.706, 3.486, -0.284], [-1.412, 1.207, -0.632], [-2.423, 0.297, -0.573], [-0.132, 0.881, -0.979], [0.262, -0.510, -1.217], [-0.673, -1.155, -1.991], [1.405, -0.450, -1.997], [0.493, -1.398, 0.077], [-0.643, -1.471, 0.840], [1.594, -0.852, 0.826], [1.582, 0.403, 1.416], [2.479, 1.352, 0.914], [3.326, 1.053, -0.105], [2.478, 2.664, 1.440], [3.345, 3.548, 0.906], [1.595, 3.062, 2.443], [1.610, 4.324, 2.904], [0.679, 2.122, 2.940], [-0.235, 2.513, 3.882], [0.654, 0.793, 2.410], [-0.195, -0.127, 2.925], [0.863, -2.850, -0.331], [1.307, -3.515, 0.737], [-0.206, -3.597, -0.803], [1.828, -2.921, -1.302]],
  "nbo_charge": [-0.286, 0.606, -0.296, 0.495, -0.287, -0.500, 0.880, -0.308, -0.292, 0.473, -0.291, -0.479, 0.141, 0.327, -0.280, 0.280, -0.281, 0.291, -0.273, 0.268, -0.286, 0.347, -0.291, 0.940, -0.290, -0.307, -0.302]
}